# C4H10NO2

An isolated ion of composition C4H10NO2 and charge -1 in a non-equilibrium geometry (wB97M-V/def2-TZVPD, OMol25).

XYZ file:
```
17
Properties=species:S:1:pos:R:3:lowdin_charge:R:1
C 1.25265 -1.39952 0.11723 -0.326
O 2.54517 -1.18551 -0.31610 -0.100
C 0.27626 -0.30572 -0.24525 -0.364
C -0.91372 0.07047 0.77505 -0.169
C -1.87692 1.01933 0.00526 -0.586
O -1.46462 2.14525 -0.56635 -0.336
N 1.09115 0.83954 -0.72968 0.012
H 1.25726 -1.63800 1.24367 0.120
H 0.73882 -2.28767 -0.28926 0.100
H 2.41067 -0.32270 -0.78303 0.048
H -0.27658 -0.75923 -1.10804 0.134
H -0.59717 0.38647 1.80023 0.093
H -1.35375 -0.89706 1.11267 0.090
H -2.78134 1.09615 0.66486 0.063
H -2.37783 0.30953 -0.77246 0.082
H 0.48404 1.59808 -0.96802 0.032
H 1.58590 1.33061 0.05922 0.107
```

The value obtained for the strongest force on any atom is 3.70 eV/A. For the energy above the lowest of the compared OMol25 structures with the same formula, charge and spin, the calculation gives 316.62 kJ/mol. As for the total charge: -1. The frontier orbital gap is 6.589 eV. As for the molar mass: 104.1 g/mol. Its energy is -363.603829 a.u. Its HOMO energy is -2.7 eV. As for the SMILES: N[C@@H](CO)CC[O-].


# C3H2O3S

A single C3H2O3S molecule in a non-equilibrium geometry (wB97M-V/def2-TZVPD, OMol25).

XYZ file:
```
9
Properties=species:S:1:pos:R:3:lowdin_charge:R:1
C 0.73999 0.81664 -0.92344 -0.280
C 1.07030 0.40483 -2.06489 0.026
C 0.01184 0.33780 0.32037 -0.111
O 1.11078 0.81618 -4.69373 -0.374
O 3.11966 -0.20602 -3.85296 -0.380
O 0.58250 1.53974 0.25750 0.062
S 2.05287 0.75179 -3.64643 0.752
H -1.14588 0.36697 0.12576 0.154
H 0.34825 -0.36858 1.16417 0.152
```

The value obtained for the strongest force on any atom is 4.61 eV/A. For the energy above the lowest of the compared OMol25 structures with the same formula, charge and spin, the calculation gives 717.51 kJ/mol. As for the total charge: 0. The frontier orbital gap (spin up / spin down) is 7.635 / 7.406 eV. As for the molar mass: 118.1 g/mol. Its energy is -739.178008 a.u. Its HOMO energy (spin up / spin down) is -9.9 / -9.7 eV. As for the SMILES: O=S(=O)=C=C1CO1.


# C24H25N3O4

A single C24H25N3O4 molecule in a non-equilibrium geometry (wB97M-V/def2-TZVPD, OMol25).

XYZ file:
```
56
Properties=species:S:1:pos:R:3:lowdin_charge:R:1
C 3.52618 -3.11357 -0.12833 -0.086
H 3.63405 -2.03740 -0.28616 0.078
O 2.17679 -3.44808 0.10515 -0.078
C 1.52755 -2.82023 1.11705 -0.286
C 2.12972 -2.02054 2.08169 -0.015
C 1.36244 -1.42015 3.06685 -0.037
C -0.01143 -1.59791 3.11566 -0.180
C -0.60643 -2.42025 2.15852 -0.017
C 0.14694 -3.02466 1.17803 0.009
H -0.31100 -3.65828 0.43449 0.120
H -1.67488 -2.57653 2.19256 0.127
C -0.90389 -0.92700 4.10754 -0.326
C -1.31318 -1.66097 5.35652 -0.047
C -0.43186 -0.45456 5.45314 -0.070
H -0.85674 0.45762 5.84736 0.113
H 0.60454 -0.60337 5.71861 0.100
H -0.87409 -2.63051 5.53562 0.113
H -2.34451 -1.57551 5.66242 0.107
C -1.99773 -0.16840 3.38815 -0.409
O -3.14818 -0.56332 3.35903 0.073
N -1.61618 0.95022 2.72259 -0.054
C -0.30925 1.55642 2.74080 -0.112
H 0.26720 1.16277 3.57437 0.111
C 0.43420 1.33020 1.40972 -0.088
H 0.87839 2.26592 1.06607 0.128
H 1.23104 0.59748 1.52435 0.088
C -0.55920 0.82922 0.35752 -0.238
N 0.04861 0.86483 -0.95474 0.007
C 1.26928 0.35181 -1.30612 -0.456
O 2.09438 -0.17833 -0.61434 0.125
O 1.38902 0.58085 -2.64520 0.179
C 0.24005 1.21138 -3.02410 -0.257
N -0.56919 1.38875 -2.03741 0.196
C 0.02768 1.61129 -4.39507 -0.149
C 0.99747 1.34976 -5.36227 -0.017
C 0.78338 1.73869 -6.67072 -0.075
C -0.39027 2.38650 -7.02209 -0.082
C -1.35626 2.64716 -6.06115 -0.076
C -1.15400 2.26344 -4.75064 -0.021
H -1.89146 2.45589 -3.98804 0.112
H -2.26963 3.15159 -6.33845 0.104
H -0.55317 2.68864 -8.04580 0.103
H 1.53391 1.53626 -7.41998 0.105
H 1.90717 0.84430 -5.07692 0.117
C -1.81465 1.69790 0.38938 -0.105
C -2.51652 1.53414 1.75006 -0.115
H -3.37275 0.86074 1.67701 0.121
H -2.87336 2.50525 2.11127 0.128
H -2.48445 1.41228 -0.41998 0.110
H -1.52071 2.73579 0.22584 0.120
H -0.82275 -0.21423 0.57990 0.156
H -0.45549 2.63082 2.90450 0.130
H 1.85696 -0.79740 3.79920 0.116
H 3.19292 -1.84413 2.06818 0.110
H 4.16944 -3.43847 0.69634 0.092
H 3.80888 -3.64816 -1.03393 0.094
```

The value obtained for the strongest force on any atom is 1.13 eV/A. For the energy above the lowest of the compared OMol25 structures with the same formula, charge and spin, the calculation gives 283.06 kJ/mol. As for the total charge: 0. The frontier orbital gap is 8.539 eV. As for the molar mass: 419.5 g/mol. Its energy is -1394.781656 a.u. Its HOMO energy is -8.2 eV. As for the SMILES: COc1ccc(C2(C(=O)N3CCC(n4nc(-c5ccccc5)oc4=O)CC3)CC2)cc1.


# C12H7MnN2O5S

C12H7MnN2O5S as an isolated structure in a non-equilibrium geometry (wB97M-V/def2-TZVPD, OMol25).

XYZ file:
```
28
Properties=species:S:1:pos:R:3:lowdin_charge:R:1
O -1.51686 2.66487 -6.74926 -0.015
C -1.53250 2.63701 -5.57858 0.022
Mn -1.52900 0.31582 -1.42595 0.123
C -1.59138 0.79904 0.33791 -0.165
O -1.63215 1.01089 1.48843 0.120
C -1.55304 -1.39408 -1.47640 -0.292
O -1.49206 -2.55452 -1.47930 0.123
C 0.28651 0.46021 -1.78507 -0.149
O 1.45089 0.37307 -1.89657 0.123
C -3.33560 0.39352 -1.73142 -0.140
O -4.48458 0.30644 -1.91052 0.141
H -1.48091 0.15310 -2.99752 0.096
N -1.53634 -2.48498 1.19243 0.220
C -0.33776 -1.89544 1.08522 -0.628
N -0.00504 -0.79575 0.38573 0.024
C 1.06816 -0.06462 0.91122 -0.215
C 1.42491 1.31019 0.73902 0.011
C 2.47770 1.78824 1.50685 0.002
C 3.13226 0.97957 2.44657 0.009
C 2.72103 -0.34781 2.61625 -0.062
C 1.71124 -0.88485 1.84263 -0.359
S 0.90891 -2.45573 2.07059 1.240
H -1.54010 -3.28518 1.78384 0.120
H -2.40315 -2.19155 0.77388 0.137
H 0.91923 1.98700 0.03625 0.127
H 2.77274 2.81388 1.39155 0.128
H 3.94392 1.37347 3.06378 0.136
H 3.15296 -1.01182 3.35843 0.122
```

The value obtained for the strongest force on any atom is 5.38 eV/A. As for the total charge: +1. The frontier orbital gap (spin up / spin down) is 5.462 / 4.407 eV. As for the molar mass: 346.2 g/mol. Its energy is -2495.804468 a.u. Its HOMO energy (spin up / spin down) is -9.6 / -12.3 eV. The multiplicity is 6.


# C5H6

C5H6 as an isolated structure in a non-equilibrium geometry (wB97M-V/def2-TZVPD, OMol25).

XYZ file:
```
11
Properties=species:S:1:pos:R:3:lowdin_charge:R:1
C -0.95097 -0.21931 1.44134 -0.216
C 0.27682 -0.35815 1.13394 0.086
C -1.92780 -0.30844 2.34640 0.081
C 0.77289 0.45531 -1.24204 -0.057
C 1.52234 -0.01854 -2.25608 -0.041
H -2.19823 0.50873 2.95206 0.062
H -2.41980 -1.16912 2.38979 0.022
H 0.18855 1.37754 -1.14503 0.064
H 0.78775 -0.07966 -0.16291 -0.069
H 2.20011 -0.76059 -2.26500 -0.002
H 1.74832 0.57222 -3.19248 0.071
```

The value obtained for the strongest force on any atom is 4.84 eV/A. For the energy above the lowest of the compared OMol25 structures with the same formula, charge and spin, the calculation gives 613.51 kJ/mol. As for the total charge: 0. The frontier orbital gap (spin up / spin down) is 7.996 / 7.995 eV. As for the molar mass: 66.1 g/mol. Its energy is -193.846815 a.u. Its HOMO energy (spin up / spin down) is -9.2 / -9.2 eV.


# H37O19

H37O19 as an isolated structure in a non-equilibrium geometry (wB97M-V/def2-TZVPD, OMol25).

XYZ file:
```
56
Properties=species:S:1:pos:R:3:lowdin_charge:R:1
O 2.19882 0.79402 0.45390 0.024
H -0.12186 2.33260 0.12991 -0.005
H 1.70244 1.03967 -0.27997 0.016
O -1.21595 2.57215 3.14363 -0.078
H 0.43145 -2.97370 2.63118 0.080
H -1.18890 1.63644 2.97553 -0.017
O -0.09882 -0.65713 -1.21146 -0.136
H 0.16215 -0.46743 -5.11496 0.138
H 1.55604 2.64000 2.68772 -0.093
O -0.37036 -3.12887 -2.80596 -0.079
H -1.26691 -2.92822 -2.44535 0.066
H 0.30081 -2.68869 -2.25320 0.003
O -1.72833 4.30143 -1.62863 -0.102
H 0.19940 -3.18036 0.31104 0.010
H -2.57706 4.31430 -1.04264 0.093
O 2.42301 -0.84021 -1.17541 -0.003
H -0.22394 1.64220 -2.96719 0.100
H 2.39071 -0.33224 -1.89374 -0.001
O 1.35186 2.67710 3.55152 -0.062
H 1.73858 -1.87844 1.31730 -0.101
H 0.32998 2.83910 3.45930 0.031
O 1.19776 -1.29995 1.60775 -0.017
H -2.58993 0.43851 0.63138 -0.050
O -3.96464 -0.07338 -1.73689 -0.030
H -1.22634 0.89201 -2.29591 0.011
H -4.54402 -0.66606 -1.31597 0.014
O 0.46322 -0.09161 -4.19730 -0.023
H 1.30185 -3.89006 1.78452 -0.047
H 0.22221 -0.72402 -3.65002 -0.103
O -0.19264 0.27914 2.96525 -0.082
H 0.81540 0.45233 3.24864 0.136
H -0.11913 0.14554 2.02847 -0.002
O 0.56177 -3.92475 2.32018 -0.029
H 0.90379 -0.99546 -1.18331 0.045
H -2.58145 -2.29946 0.34719 0.015
O -0.79941 1.71424 -2.13568 -0.056
H -3.32322 -1.64341 1.43261 -0.059
H 1.76054 -0.53192 1.22459 0.046
O -3.40067 0.57360 0.98709 -0.004
H -0.33521 0.25750 -0.92727 0.039
H -3.59749 -0.55924 -2.48229 0.039
O 3.03018 -3.41178 0.08144 -0.028
H 2.98240 -2.59242 -0.48452 0.031
H 2.88300 -4.14001 -0.48942 0.038
O -3.38118 -2.33276 0.87989 0.004
H -1.35618 3.46887 -1.39150 -0.072
H 2.92694 0.07554 -0.33613 0.211
O -0.35676 -3.14812 -0.47441 -0.049
H -3.72803 1.37387 0.53150 0.071
H -0.22699 -2.26179 -0.74781 -0.067
O -0.47762 3.09245 0.60186 -0.101
H 0.34899 3.81199 0.76367 0.197
H -1.11773 3.20180 2.38603 0.046
O 4.06113 2.73416 0.70402 0.034
H 4.56842 2.04753 0.43076 -0.020
H 3.29795 2.31338 1.04914 -0.020
```

The value obtained for the strongest force on any atom is 10.06 eV/A. For the energy above the lowest of the compared OMol25 structures with the same formula, charge and spin, the calculation gives 518.33 kJ/mol. As for the total charge: 0. The frontier orbital gap (spin up / spin down) is 9.327 / 3.873 eV. As for the molar mass: 341.3 g/mol. Its energy is -1451.378993 a.u. Its HOMO energy (spin up / spin down) is -10.8 / -10.8 eV. The multiplicity is 2.